(1)
Here is an isolated ion of composition CH5N2O and charge -1 in a non-equilibrium geometry from OMol25. Energies are from ωB97M-V/def2-TZVPD.

Properties
ΔE to the lowest compared entry with this formula, charge and spin (eV): 4.1188
Calculated total energy (Eh): -225.7210
Highest occupied orbital energy (hartree): -0.0514
E_LUMO (hartree): 0.1784
SMILES string: CNN[O-]
HOMO-LUMO gap (eV): 6.25

```
! RIJCOSX wB97M-V def2-TZVPD def2/J DEFGRID3
* xyz -1 1
C -0.978 -0.264 -0.046
N -0.076 0.799 -0.201
N 1.381 0.482 0.238
O 1.695 -0.734 -0.170
H -1.339 -0.416 1.052
H -1.732 -0.307 -0.793
H -0.224 -1.193 -0.307
H 0.039 1.071 -1.171
H 1.234 0.562 1.396
*
```

---

(2)
Here is C46H48AsFeN3O as an isolated structure in a non-equilibrium geometry from OMol25. Energies are from ωB97M-V/def2-TZVPD.

Properties
ΔE to the lowest compared entry with this formula, charge and spin (eV): 1.9669
Calculated total energy (Eh): -5520.4387
Highest occupied orbital energy (spin up / spin down) (hartree): -0.0054 / -0.1790
E_LUMO (spin up / spin down) (hartree): 0.0815 / 0.0813
HOMO-LUMO gap (spin up / spin down) (eV): 2.37 / 7.08
Expectation value of S²: 8.8031

```
! RIJCOSX wB97M-V def2-TZVPD def2/J DEFGRID3
* xyz -1 6
Fe 1.394 0.229 -0.928
N 1.609 -2.631 1.546
N 1.303 -1.558 -1.959
C 1.873 2.077 -1.551
C 3.032 1.272 -1.204
C 2.871 0.842 0.180
C 3.814 0.032 1.017
H 4.672 -0.295 0.415
H 3.297 -0.857 1.422
H 4.184 0.629 1.865
C 1.627 1.397 0.670
C 1.260 1.477 2.111
H 2.012 2.035 2.695
H 1.211 0.461 2.516
H 0.285 1.962 2.241
C 0.966 2.092 -0.420
C -0.298 2.885 -0.290
H -1.029 2.329 0.315
H -0.738 3.082 -1.277
H -0.118 3.858 0.200
C 4.201 0.994 -2.095
H 5.013 1.719 -1.923
H 3.911 1.070 -3.152
H 4.604 -0.014 -1.914
C 1.715 2.884 -2.795
H 0.659 3.126 -2.971
H 2.085 2.332 -3.670
H 2.275 3.834 -2.735
C 1.098 -3.483 2.439
H 1.604 -3.526 3.404
C -0.018 -4.286 2.176
H -0.336 -5.015 2.917
C -0.691 -4.110 0.964
H -1.589 -4.677 0.750
C -0.201 -3.177 0.059
H -0.715 -2.953 -0.879
C 0.985 -2.495 0.372
C 1.736 -1.619 -0.560
H 2.813 -1.840 -0.479
C 0.782 -0.387 -2.523
C 1.531 -2.500 -2.934
H 1.886 -3.488 -2.714
C 1.245 -1.914 -4.112
H 1.279 -2.303 -5.110
N 0.833 -0.618 -3.852
C 0.609 0.400 -4.828
C 1.584 0.685 -5.796
C 1.369 1.773 -6.660
H 2.124 2.006 -7.416
C 0.222 2.565 -6.556
C 0.012 3.721 -7.492
H -0.534 4.526 -6.993
H -0.573 3.422 -8.369
H 0.969 4.108 -7.850
C -0.732 2.260 -5.580
H -1.639 2.865 -5.502
C -0.541 1.184 -4.697
C -1.540 0.872 -3.640
H -1.853 -0.180 -3.661
H -2.435 1.492 -3.783
H -1.144 1.070 -2.630
C 2.869 -0.073 -5.880
H 2.729 -1.097 -6.257
H 3.399 -0.137 -4.917
H 3.545 0.446 -6.576
O -0.761 -0.508 1.419
As -1.486 -0.539 2.938
C -3.040 -1.660 2.742
C -3.434 -2.110 1.477
C -4.619 -2.843 1.351
C -5.402 -3.113 2.480
C -5.009 -2.640 3.738
C -3.827 -1.906 3.870
C -0.391 -1.283 4.376
C -0.744 -2.515 4.941
C -0.032 -3.017 6.037
C 1.059 -2.306 6.548
C 1.434 -1.093 5.963
C 0.692 -0.568 4.898
C -2.183 1.222 3.389
C -3.103 1.806 2.507
C -3.794 2.962 2.896
C -3.555 3.533 4.151
C -2.586 2.982 4.999
C -1.898 1.822 4.621
H -2.810 -1.881 0.614
H -4.929 -3.195 0.366
H -6.327 -3.683 2.379
H -5.619 -2.829 4.622
H -3.513 -1.527 4.843
H -1.570 -3.086 4.520
H -0.333 -3.966 6.486
H 1.614 -2.694 7.403
H 2.297 -0.536 6.332
H 0.953 0.405 4.486
H -3.285 1.346 1.533
H -4.526 3.406 2.219
H -4.122 4.408 4.470
H -2.368 3.446 5.963
H -1.154 1.376 5.280
*
```

---

- What is the calculated total energy in the second record?
  -5520.4387 Eh